(1)
67
Properties=species:S:1:pos:R:3:forces:R:3:nbo_charge:R:1 method="wB97M-V/def2-TZVPD" s_squared=2.03 multiplicity=3 charge=+2
Au -2.3182 0.9738 -0.2950 -0.1 0.0 -0.2 0.873
F 0.1918 -4.7310 1.5774 0.0 0.0 0.1 -0.280
C -0.5994 -3.8097 2.0526 -0.1 -0.1 0.0 0.960
F -1.7118 -4.2859 2.5383 0.1 0.0 0.1 -0.277
F 0.0106 -2.9974 2.8850 0.1 -0.1 0.1 -0.299
S -1.2769 -2.6218 0.1377 0.2 -0.1 -0.1 1.668
O -2.0861 -1.5987 0.7984 0.1 0.0 0.0 -0.961
O -1.8092 -2.4812 -1.5770 -0.3 0.2 -0.2 -0.417
N 0.2717 -2.1351 -0.0011 -0.3 0.3 0.2 -1.184
S 0.6681 -0.6578 0.2298 -0.2 0.2 0.0 2.235
O 0.5798 -0.1683 1.6401 -0.2 -0.3 -0.2 -1.003
O 0.1534 0.3036 -0.7265 0.2 -0.2 0.2 -0.958
C 2.4987 -0.7388 0.0141 0.0 0.1 0.0 0.781
F 2.7522 -1.2322 -1.1879 0.0 0.0 0.0 -0.291
F 2.9532 0.4982 0.1047 0.1 -0.1 0.0 -0.282
F 3.0247 -1.5015 0.9471 0.0 0.0 0.0 -0.275
C 0.3324 -1.5007 -8.1017 0.1 0.0 -0.1 -0.692
C -0.2113 -1.2419 -6.7660 -0.2 0.2 0.3 0.292
C -1.1374 -0.1802 -6.5468 0.3 -0.3 -0.3 -0.209
C -1.6513 0.0987 -5.3213 -0.2 -0.1 0.4 0.064
C -2.6497 1.2262 -5.2420 0.1 -0.2 0.2 -0.648
C -1.2254 -0.7459 -4.2011 -0.1 -0.2 0.0 0.159
C -0.2860 -1.8440 -4.3989 -0.2 0.4 0.6 0.038
C 0.2525 -2.7176 -3.3023 0.0 0.0 -0.2 -0.658
C 0.1770 -2.0533 -5.6576 0.0 0.0 -0.5 -0.189
C -1.7963 -0.3529 -2.8507 0.1 -0.3 -0.2 0.750
O -2.1852 -1.1341 -1.8372 -0.2 -0.1 0.2 -0.287
O -2.0607 0.8124 -2.6299 0.2 0.3 -0.1 -0.578
H 0.2136 -0.6546 -8.7743 0.0 0.0 0.0 0.262
H -0.2129 -2.3557 -8.5339 0.0 0.0 0.0 0.302
H 1.3789 -1.8092 -8.0484 0.0 0.0 0.0 0.273
H -1.4351 0.4278 -7.3906 0.0 0.0 0.0 0.250
H -2.8930 1.5565 -6.2475 0.0 0.0 0.0 0.243
H -2.2524 2.0719 -4.6859 0.1 0.0 0.0 0.265
H -3.5691 0.9235 -4.7414 0.0 0.0 0.0 0.249
H 0.6452 -2.1318 -2.4702 -0.1 0.0 -0.1 0.245
H 1.0507 -3.3388 -3.6980 0.1 0.1 0.0 0.242
H -0.5205 -3.3687 -2.9045 0.2 0.0 -0.2 0.271
H 0.8831 -2.8551 -5.8290 0.0 0.0 -0.1 0.248
C 3.6876 -0.6090 5.1328 0.0 0.1 0.1 -0.614
C 3.2111 0.8433 5.0812 0.0 -0.1 -0.1 -0.396
C 2.1142 1.0734 4.0385 0.0 -0.1 0.2 -0.397
C 0.7886 0.4192 4.4507 0.2 0.0 0.1 -0.878
Ge -0.5977 0.3190 3.1350 -0.1 0.0 0.0 1.623
C -1.5615 1.8544 2.4127 0.1 0.2 -0.1 -0.756
C -0.8166 3.1853 2.3052 0.0 0.0 0.0 -0.422
C -0.4513 3.7669 3.6752 -0.2 0.0 0.0 -0.398
C -1.6638 4.2662 4.4573 0.1 0.0 0.0 -0.614
H 4.6087 -0.6930 5.7073 0.0 0.0 0.0 0.235
H 3.8876 -0.9915 4.1285 0.0 0.0 0.0 0.197
H 2.9614 -1.2686 5.6117 0.0 0.0 -0.1 0.201
H 4.0535 1.4893 4.8294 0.0 0.0 0.0 0.219
H 2.8573 1.1635 6.0642 0.0 0.0 0.0 0.207
H 2.4588 0.6602 3.0880 0.0 0.0 0.0 0.197
H 1.9729 2.1460 3.8939 0.0 0.0 -0.1 0.213
H 0.3564 0.9268 5.3187 0.0 -0.1 0.1 0.258
H 0.9367 -0.6276 4.7295 0.1 0.0 0.1 0.254
H -1.5756 -0.8268 3.3594 0.0 -0.1 -0.2 -0.136
H -2.4899 1.9420 2.9799 0.0 0.0 0.0 0.263
H -1.9142 1.5258 1.3822 0.0 0.1 0.3 0.057
H -1.4570 3.9059 1.7906 0.0 0.0 -0.1 0.221
H 0.0800 3.0589 1.6937 0.0 0.0 0.0 0.213
H 0.2450 4.5911 3.5174 0.0 0.0 0.0 0.231
H 0.0835 3.0216 4.2654 0.1 0.0 0.0 0.190
H -2.1656 5.0744 3.9226 0.0 0.0 0.0 0.218
H -1.3614 4.6553 5.4288 0.0 0.0 0.0 0.235
H -2.3985 3.4790 4.6416 0.0 0.0 0.0 0.193

(2)
62
Properties=species:S:1:pos:R:3:forces:R:3:nbo_charge:R:1 method="wB97M-V/def2-TZVPD" smiles=c1ccncc1.c1ccncc1.ClCCCl.ClCCCl.ClCCCl.ClCCCl.ClCCCl
Cl 0.1560 2.4258 5.4003 0.2 0.3 0.0 -0.046
C -0.8050 0.9641 5.2123 -0.4 -0.7 -0.4 -0.407
C -1.8190 0.7686 6.2966 -1.1 -0.5 0.3 -0.390
Cl -1.0960 0.3295 7.8723 0.1 0.3 0.0 -0.070
H -0.1425 0.1033 5.1416 0.2 0.1 0.3 0.218
H -1.2913 0.9845 4.2388 -0.1 0.3 0.1 0.238
H -2.5041 -0.0589 6.0912 0.5 -0.2 -0.4 0.222
H -2.5438 1.5739 6.4135 0.6 0.5 0.2 0.231
Cl 2.0689 4.1365 1.1279 -0.6 -0.1 -0.2 -0.068
C 0.7968 3.9516 -0.1367 0.2 -0.7 -0.2 -0.381
C 1.4379 3.9534 -1.5199 -0.5 1.0 0.4 -0.372
Cl 1.5750 5.6580 -2.1135 0.1 -0.4 0.0 -0.082
H 0.0228 4.6976 0.0127 0.3 0.4 -0.1 0.231
H 0.2697 2.9993 -0.0320 0.5 -0.2 0.4 0.214
H 0.7940 3.4203 -2.2127 0.1 0.0 -0.2 0.220
H 2.4429 3.5526 -1.4863 0.0 -0.2 -0.1 0.239
Cl -1.8838 -2.2805 -2.6475 -0.2 -0.1 0.0 -0.040
C -3.2882 -2.5100 -3.6959 -0.9 -0.1 -0.5 -0.402
C -3.3814 -1.5180 -4.8381 0.1 0.7 0.0 -0.396
Cl -1.8818 -1.1677 -5.7074 0.5 -0.4 -0.3 -0.043
H -4.2135 -2.3727 -3.1310 0.3 0.1 0.3 0.223
H -3.3829 -3.5298 -4.0675 0.7 -0.1 0.1 0.221
H -3.6654 -0.5262 -4.4906 -0.3 -0.2 0.2 0.215
H -4.0973 -1.8743 -5.5753 -0.1 0.0 0.1 0.227
Cl -7.1171 1.8243 2.1037 -0.2 -0.3 0.0 -0.053
C -5.3835 1.4856 1.8825 -0.1 0.4 -0.2 -0.393
C -4.7444 0.8199 3.0755 0.0 0.2 0.0 -0.383
Cl -4.8596 1.8531 4.5392 0.2 -0.2 -0.2 -0.062
H -4.9816 2.4726 1.6627 0.4 -0.1 0.2 0.225
H -5.2357 0.8766 0.9908 -0.2 -0.1 0.1 0.221
H -3.6992 0.6298 2.8295 0.1 0.1 0.2 0.221
H -5.2053 -0.1269 3.3404 -0.2 0.0 -0.1 0.227
Cl 3.5171 0.5947 -0.7817 0.0 0.3 -0.2 -0.062
C 3.9804 0.7767 0.9214 -0.5 -0.4 0.5 -0.399
C 4.8351 -0.3924 1.3672 0.4 0.8 0.7 -0.384
Cl 6.5101 -0.2940 0.7425 -0.2 -0.1 -0.1 -0.059
H 3.0809 0.7810 1.5433 -0.2 -0.2 -0.3 0.229
H 4.3993 1.7640 1.0984 0.5 -0.2 -0.3 0.240
H 4.4211 -1.3667 1.1373 -0.1 0.0 -0.3 0.218
H 4.9106 -0.3237 2.4549 0.1 -0.1 -0.1 0.223
N -0.1939 -0.0732 2.1936 0.2 0.6 0.0 -0.441
C -0.7124 0.3073 1.0335 -0.5 -1.2 -0.8 0.033
C -0.3501 -0.2786 -0.1887 0.1 1.3 0.5 -0.253
C 0.7161 -1.1353 -0.1960 -0.3 -1.2 -0.4 -0.164
C 1.2504 -1.5784 1.0084 0.3 0.7 -0.1 -0.255
C 0.7945 -0.9746 2.1686 0.1 0.2 -0.1 0.023
H -1.5322 1.0178 0.9942 0.1 0.2 0.5 0.183
H -0.8049 0.0424 -1.1163 -0.1 0.0 0.0 0.225
H 1.0273 -1.5263 -1.1574 0.3 -0.1 0.2 0.229
H 2.0891 -2.2604 1.0370 -0.1 -0.1 0.0 0.217
H 1.3105 -1.1237 3.1121 -0.3 -0.4 0.1 0.195
N 2.0513 -2.4292 -5.5201 0.6 0.5 0.3 -0.409
C 3.2441 -1.9321 -5.1503 -0.2 -0.5 -0.5 0.027
C 3.7306 -1.9543 -3.8616 -0.1 0.2 0.6 -0.264
C 2.9289 -2.4823 -2.8357 0.2 -0.2 -1.0 -0.171
C 1.7515 -3.1052 -3.2303 0.4 0.5 0.5 -0.277
C 1.3450 -2.9862 -4.5525 -0.6 -0.6 -0.2 0.039
H 3.8630 -1.5489 -5.9536 0.0 0.1 0.0 0.194
H 4.7296 -1.5695 -3.7045 -0.1 0.1 0.3 0.225
H 3.1945 -2.4293 -1.7894 0.3 -0.1 0.0 0.216
H 1.1903 -3.6579 -2.4880 -0.4 0.1 -0.2 0.220
H 0.3802 -3.3776 -4.8635 0.0 -0.1 0.1 0.195

(3)
This record from the OMol25 dataset describes a molecular structure, C20H30Cl48O2Si2. The level of theory is the ωB97M-V functional and the def2-TZVPD basis.

Geometry as XYZ:
```
102
Properties=species:S:1:pos:R:3:forces:R:3:mulliken_charge:R:1
C 0.3782 1.2364 -2.5863 0.2 0.4 0.8 -0.431
C -0.3387 0.8191 -1.2812 -0.7 0.4 -0.8 -0.527
O -0.0104 -0.4571 -0.7589 0.2 0.1 -0.3 -0.108
C 1.3763 -0.7421 -0.7023 0.4 -0.4 0.5 0.233
Si 2.4084 0.4244 0.3851 0.6 0.5 0.8 0.305
O 3.7946 -0.3370 1.0087 -0.7 -0.4 -1.4 -0.147
Si 4.5331 -1.4190 -0.0577 0.2 0.0 0.2 0.480
C 4.8753 -0.7039 -1.7725 0.2 -0.3 0.2 -0.946
H 1.1870 1.9264 -2.3250 0.2 -0.2 -0.3 0.212
H -0.2952 1.7982 -3.2360 -0.1 -0.2 0.0 0.337
H 0.7841 0.3863 -3.1294 -0.2 0.2 0.0 -0.068
H -0.2375 1.6197 -0.5331 0.3 -0.2 0.1 0.314
H -1.4097 0.7781 -1.4995 0.0 -0.2 0.2 0.355
H 1.4642 -1.7382 -0.2465 -0.1 0.1 0.0 0.108
H 1.8446 -0.8588 -1.6917 -0.1 0.2 0.1 -0.065
H 2.8808 1.6278 -0.3407 -0.1 -0.1 -0.2 -0.158
H 1.6634 0.9388 1.5550 -0.1 -0.2 0.0 -0.236
H 5.7759 -1.9174 0.5641 0.0 0.2 0.1 -0.236
H 3.6763 -2.6157 -0.2478 -0.1 0.1 0.1 -0.157
H 4.5131 -1.4054 -2.5317 -0.1 0.1 0.1 0.167
H 4.4533 0.2847 -1.9612 0.0 0.0 0.0 0.321
H 5.9616 -0.6675 -1.9030 -0.1 0.2 0.0 0.371
C 1.3943 -2.3391 -5.5260 0.0 0.1 0.0 0.693
Cl 0.9595 -0.9630 -6.5387 0.0 -0.1 0.0 -0.138
Cl 3.0626 -2.8346 -5.8301 -0.1 0.0 0.0 -0.156
Cl 1.1555 -1.9546 -3.8185 0.5 -0.4 -0.2 0.069
H 0.7348 -3.1613 -5.7697 0.1 0.0 0.0 -0.447
C 2.8118 -0.6813 4.8204 0.1 0.1 0.1 0.557
Cl 2.1702 -2.3080 5.0888 0.0 0.0 -0.1 -0.155
Cl 1.5708 0.5386 5.1292 0.0 -0.1 0.0 -0.102
Cl 4.2261 -0.3899 5.8308 -0.1 0.0 -0.1 -0.046
H 3.1115 -0.6045 3.7812 0.0 0.0 0.0 -0.234
C 0.5568 -2.6499 8.5304 0.1 0.0 0.1 0.494
Cl -0.0446 -4.2913 8.7729 0.0 0.1 0.0 -0.134
Cl -0.7076 -1.4632 8.8733 -0.2 -0.4 0.0 -0.087
Cl 1.9797 -2.3462 9.5274 0.0 0.0 -0.1 -0.125
H 0.8433 -2.5425 7.4922 0.0 0.0 0.0 -0.148
C 7.1027 2.7600 6.3911 0.0 -0.1 -0.1 0.010
Cl 8.5712 2.6982 5.4157 -0.1 0.0 0.1 -0.064
Cl 5.7036 3.1490 5.3859 0.0 0.0 0.0 -0.105
Cl 6.8515 1.2358 7.2483 0.1 0.1 0.1 -0.126
H 7.2179 3.5449 7.1269 0.0 0.0 0.0 0.289
C -0.5624 -4.0551 -0.7909 0.2 0.1 0.1 1.104
Cl -1.6374 -5.3072 -1.4333 0.0 0.0 0.0 -0.194
Cl -1.1984 -3.4126 0.7201 0.0 0.0 -0.1 -0.103
Cl 1.0698 -4.6942 -0.5603 0.0 0.0 -0.1 -0.104
H -0.5069 -3.2500 -1.5209 0.0 -0.2 0.3 -0.791
C 4.1551 -5.8612 -3.7889 0.0 -0.1 0.1 0.292
Cl 2.6081 -6.6894 -3.6040 0.0 0.1 -0.1 -0.069
Cl 4.4964 -4.8655 -2.3713 0.0 0.1 0.0 -0.068
Cl 5.4574 -7.0197 -4.0694 0.0 0.0 0.0 -0.135
H 4.0883 -5.2109 -4.6506 0.0 0.0 0.0 -0.031
C -2.9379 1.0053 10.8901 0.0 0.0 0.1 0.540
Cl -2.2807 0.0367 12.2109 0.0 0.0 -0.1 -0.121
Cl -4.6018 0.5320 10.5335 0.0 0.0 0.0 -0.133
Cl -2.8410 2.7262 11.2649 0.0 0.0 0.0 -0.124
H -2.3386 0.8230 10.0073 0.0 0.0 0.0 -0.164
C -1.5059 -6.4923 -5.0488 0.0 -0.1 0.0 0.811
Cl -0.8104 -5.2839 -6.1384 0.0 0.0 0.0 -0.189
Cl -3.1601 -6.8750 -5.5301 0.0 0.1 0.0 -0.118
Cl -0.5120 -7.9477 -5.0075 0.0 0.1 0.0 -0.118
H -1.5322 -6.0702 -4.0526 0.0 0.0 0.0 -0.400
C 0.6854 3.0487 8.2348 -0.1 0.0 0.1 0.040
Cl 0.0474 1.4248 8.5236 0.2 0.3 -0.1 0.009
Cl -0.5518 4.2723 8.5359 0.0 0.0 -0.1 -0.124
Cl 2.1122 3.3416 9.2319 0.0 0.0 -0.1 -0.127
H 0.9815 3.1140 7.1956 0.0 0.0 0.0 0.217
C -3.4597 -1.6323 -2.8085 -0.1 0.0 0.1 -0.219
Cl -3.9533 -0.2500 -3.7865 0.0 0.0 0.0 -0.127
Cl -1.7601 -2.0276 -3.1128 -0.6 0.3 -0.2 0.041
Cl -3.7461 -1.3145 -1.0987 0.0 0.0 -0.1 -0.104
H -4.0601 -2.4859 -3.0982 0.0 0.0 0.0 0.331
C -8.0137 -0.4474 -4.3286 0.2 0.0 0.2 -0.091
Cl -7.3367 0.5201 -5.6455 0.0 0.0 -0.1 -0.148
Cl -7.3377 -2.0776 -4.3470 -0.1 0.1 0.0 -0.031
Cl -7.7242 0.3364 -2.7739 0.0 0.0 -0.1 -0.093
H -9.0831 -0.5210 -4.4774 0.0 0.0 0.0 0.370
C 10.4109 5.3727 2.6436 -0.1 -0.1 -0.1 0.067
Cl 8.6567 5.4478 2.8227 0.1 0.0 0.0 -0.101
Cl 11.0679 3.9595 3.4754 0.1 0.1 0.0 -0.125
Cl 10.8653 5.3600 0.9378 0.0 0.0 0.1 -0.125
H 10.8350 6.2579 3.0988 0.0 0.0 0.0 0.281
C -8.0639 4.0317 -4.7595 -0.1 0.1 0.0 0.610
Cl -8.2077 4.8800 -6.3003 0.0 0.0 0.0 -0.137
Cl -6.9079 4.8440 -3.6963 0.0 0.0 0.1 -0.143
Cl -9.6365 3.8948 -3.9725 0.1 0.0 0.0 -0.123
H -7.6944 3.0342 -4.9538 0.0 0.0 0.0 -0.207
C -4.2873 7.5420 -3.4331 0.0 0.2 0.1 0.480
Cl -4.7363 8.9539 -4.3890 0.0 -0.1 0.0 -0.124
Cl -2.5808 7.1438 -3.6661 0.0 0.0 -0.1 -0.137
Cl -4.6322 7.8090 -1.7223 0.0 -0.1 -0.1 -0.122
H -4.8778 6.7006 -3.7723 0.0 0.0 0.0 -0.096
C -8.1843 -5.9789 -6.0009 -0.1 0.0 0.1 0.030
Cl -8.7002 -7.6486 -5.7600 0.0 0.1 0.0 -0.122
Cl -9.5243 -4.8645 -5.7202 0.0 0.0 0.0 -0.120
Cl -6.8139 -5.5930 -4.9536 0.0 0.0 0.0 -0.091
H -7.8635 -5.8692 -7.0284 0.0 0.0 0.0 0.292
C -0.0713 6.6286 -1.0210 0.1 0.0 0.1 0.497
Cl 1.2591 7.7700 -1.2271 -0.1 0.0 0.0 -0.128
Cl 0.3896 5.0189 -1.5844 0.0 0.0 0.0 -0.062
Cl -0.5985 6.5744 0.6628 0.0 0.0 -0.1 -0.131
H -0.9033 6.9659 -1.6244 0.0 0.0 0.0 -0.162
```
Positions in Å, forces in eV/Å.

| no. | largest force on an atom (eV/A) | DFT total energy (eV) |
| --- | --- | --- |
| 1 | 0.723 | -133161.1514 |
| 2 | 1.517 | -149431.2719 |
| 3 | 1.592 | -642153.7083 |